# 1
DFT (ωB97M-V/def2-TZVPD) results for a molecular structure, C32H23BrMnN6O2.

Output
- Charge: +1
- HOMO energy (spin up / spin down): -10.111 / -10.119 eV
- ⟨S²⟩: 6.07
- Frontier orbital gap (spin up / spin down): 0.243 / 0.243 Eh
- Maximum force: 0.489 eV/Å
- Spin multiplicity: 5
- LUMO (spin up / spin down): -3.485 / -3.515 eV

The geometry in XYZ format:
```
65
C32H23BrMnN6O2 | the Open Molecules 2025 dataset | ωB97M-V/def2-TZVPD
Mn 3.1643 0.8177 -0.8815
C -10.1578 -1.9370 1.0796
O -9.6185 -0.9422 0.2201
C -8.2770 -0.8193 0.1581
C -7.3763 -1.5981 0.8815
C -6.0157 -1.3839 0.7363
C -5.5297 -0.4023 -0.1208
C -6.4444 0.3712 -0.8402
C -7.7998 0.1694 -0.7051
C -4.0850 -0.2197 -0.2425
N -3.1727 -0.9391 0.3744
C -1.9722 -0.4274 -0.0304
C -2.1509 0.6217 -0.9083
N -3.5113 0.7428 -1.0344
C -1.0694 1.3393 -1.4993
C -1.1584 2.4047 -2.4113
C -0.0111 2.9808 -2.9016
C 1.2330 2.5007 -2.4822
N 1.3279 1.5045 -1.6173
C 0.2168 0.9192 -1.1287
C 0.4253 -0.1808 -0.2161
N 1.7092 -0.5145 0.0517
C 1.9383 -1.5367 0.8601
C 0.9137 -2.2772 1.4552
C -0.3936 -1.9418 1.1979
C -0.6608 -0.8673 0.3374
H -11.2362 -1.8661 0.9793
H -9.8765 -1.7530 2.1187
H -9.8297 -2.9346 0.7799
H -7.7238 -2.3681 1.5537
H -5.3101 -1.9853 1.2932
H -6.1119 1.1439 -1.5236
H -8.5168 0.7606 -1.2581
H -4.0107 1.4067 -1.5989
H -2.1273 2.7668 -2.7320
H -0.0560 3.7957 -3.6096
H 2.1826 2.8939 -2.8273
H 2.9766 -1.7852 1.0448
H 1.1666 -3.1030 2.1046
H -1.2224 -2.4849 1.6325
Br 7.8657 -4.6245 -2.5091
C 6.9574 -3.1951 -1.6830
C 6.0811 -2.4181 -2.4239
C 5.4110 -1.3766 -1.8045
C 5.6220 -1.1046 -0.4572
C 6.5069 -1.8905 0.2768
C 7.1733 -2.9372 -0.3358
N 4.8911 -0.0208 0.0959
C 5.2646 0.5923 1.1455
C 4.4831 1.7202 1.6791
C 4.8985 2.3983 2.8128
C 4.1362 3.4678 3.2624
C 2.9954 3.8168 2.5630
C 2.6540 3.0815 1.4346
N 3.3768 2.0575 1.0035
H 5.9315 -2.6192 -3.4751
H 4.7684 -0.7241 -2.3863
H 6.6692 -1.7211 1.3333
H 7.8543 -3.5574 0.2297
H 6.1841 0.3398 1.6713
H 5.8024 2.0979 3.3254
H 4.4352 4.0205 4.1427
H 2.3754 4.6456 2.8733
H 1.7740 3.3295 0.8527
O 4.0596 1.7496 -1.9169
```

Results of the natural (NBO) charge analysis, in e, for atoms 1 through 4: 1.42, -0.26, -0.48, 0.34

=====

# 2
DFT (ωB97M-V/def2-TZVPD) results for a molecular structure, C51H48Cl3GeO3PdSb.

Output
- Charge: -1
- HOMO energy (spin up / spin down): -3.804 / -5.405 eV
- ⟨S²⟩: 0.75
- Frontier orbital gap (spin up / spin down): 0.226 / 0.285 Eh
- Maximum force: 0.420 eV/Å
- Spin multiplicity: 2
- LUMO (spin up / spin down): 2.357 / 2.352 eV

The geometry in XYZ format:
```
108
C51H48Cl3GeO3PdSb | the Open Molecules 2025 dataset | ωB97M-V/def2-TZVPD
Pd -0.7130 -0.1462 0.5376
C 3.5017 2.1765 0.4971
C 4.3118 1.1210 -0.1969
C 5.5404 1.4501 -0.7611
C 6.3380 0.4854 -1.3597
C 5.9086 -0.8306 -1.3952
C 4.6802 -1.1722 -0.8399
C 3.8677 -0.2093 -0.2445
Sb 1.9633 -0.7424 0.6447
C 2.1169 -2.8005 0.0910
C 1.7950 -2.9593 -1.2550
C 1.8020 -4.2017 -1.8692
C 2.1189 -5.3203 -1.1161
C 2.4260 -5.1745 0.2273
C 2.4344 -3.9281 0.8535
C 2.7424 -3.8766 2.3245
C 2.6812 -0.6254 2.6723
C 4.0111 -0.2858 2.9168
C 4.4891 -0.1076 4.2091
C 3.6241 -0.2685 5.2810
C 2.3007 -0.6104 5.0438
C 1.8095 -0.7930 3.7535
C 0.3623 -1.1653 3.5580
H 3.8910 3.1758 0.3089
H 3.4925 2.0201 1.5810
H 2.4654 2.1661 0.1605
H 5.8738 2.4809 -0.7233
H 7.2913 0.7639 -1.7917
H 6.5217 -1.5954 -1.8552
H 4.3606 -2.2059 -0.8822
H 1.5249 -2.0900 -1.8456
H 1.5461 -4.2941 -2.9176
H 2.1121 -6.3054 -1.5660
H 2.6526 -6.0523 0.8210
H 3.0681 -4.8557 2.6750
H 1.8580 -3.5966 2.9003
H 3.5221 -3.1523 2.5595
H 4.7045 -0.1632 2.0935
H 5.5279 0.1523 4.3683
H 3.9749 -0.1309 6.2962
H 1.6204 -0.7410 5.8780
H -0.1027 -1.4354 4.5062
H 0.2420 -2.0083 2.8734
H -0.2025 -0.3298 3.1286
C -2.9981 -3.8234 -6.4747
C -3.2408 -2.9908 -5.2458
C -4.5289 -2.7391 -4.7936
C -4.7640 -1.9694 -3.6587
C -6.2006 -1.7611 -3.2325
C -3.6717 -1.4323 -2.9670
C -3.9466 -0.5812 -1.7847
O -3.1200 0.0292 -1.1571
C -2.3609 -1.6823 -3.3971
C -1.1553 -1.1646 -2.6521
C -2.1735 -2.4586 -4.5310
H -3.9350 -4.1824 -6.8991
H -2.3756 -4.6894 -6.2437
H -2.4777 -3.2482 -7.2425
H -5.3741 -3.1568 -5.3299
H -6.8545 -2.3520 -3.8728
H -6.5095 -0.7177 -3.3146
H -6.3802 -2.0707 -2.2027
H -5.0102 -0.5151 -1.4808
H -1.1610 -0.0756 -2.5565
H -0.2494 -1.4767 -3.1727
H -1.1190 -1.5582 -1.6308
H -1.1584 -2.6564 -4.8597
C -0.0790 3.7849 5.0879
C 0.8470 3.0276 4.3810
C 0.5636 2.6262 3.0827
C -0.6351 2.9662 2.4460
C -1.5468 3.7312 3.1747
C -1.2758 4.1347 4.4791
Ge -0.9435 2.2596 0.6082
C -2.7475 2.9544 0.1377
C -3.8691 2.4683 0.8181
C -5.1561 2.8535 0.4757
C -5.3602 3.7339 -0.5817
C -4.2654 4.2232 -1.2766
C -2.9762 3.8384 -0.9152
C 0.2089 3.4304 -0.4935
C 0.4645 3.0863 -1.8220
C 1.2769 3.8700 -2.6328
C 1.8504 5.0288 -2.1250
C 1.6014 5.3948 -0.8084
C 0.7909 4.6014 -0.0046
H 0.1296 4.0960 6.1043
H 1.7843 2.7355 4.8409
H 1.2975 2.0173 2.5594
H -2.4859 4.0277 2.7217
H -2.0049 4.7252 5.0220
H -3.7385 1.7562 1.6273
H -6.0021 2.4605 1.0275
H -6.3640 4.0321 -0.8596
H -4.4112 4.9100 -2.1023
H -2.1375 4.2427 -1.4709
H 0.0386 2.1702 -2.2278
H 1.4677 3.5732 -3.6572
H 2.4889 5.6411 -2.7504
H 2.0438 6.2973 -0.4031
H 0.6153 4.9004 1.0226
Cl -3.9372 -3.0758 0.3006
C -2.9152 -2.7153 1.7300
Cl -3.6028 -3.5105 3.1482
Cl -2.9267 -0.9552 2.0128
C -1.4540 -3.1974 1.3889
O -1.1139 -4.2676 1.8612
O -0.8131 -2.4227 0.6314
```

Results of the Löwdin charge analysis, in e, for atoms 1 through 4: 0.19, -0.07, -0.31, -0.06

=====

# 3
DFT (ωB97M-V/def2-TZVPD) results for a molecular structure, C13H20MoNOS9Sb.

Output
- Charge: -1
- HOMO energy (spin up / spin down): -3.242 / -3.243 eV
- ⟨S²⟩: 0.76
- Frontier orbital gap (spin up / spin down): 0.193 / 0.193 Eh
- Maximum force: 0.564 eV/Å
- Spin multiplicity: 2
- LUMO (spin up / spin down): 2.007 / 2.005 eV

The geometry in XYZ format:
```
46
C13H20MoNOS9Sb | the Open Molecules 2025 dataset | ωB97M-V/def2-TZVPD
Mo -0.9323 1.7050 0.1034
C -0.7653 -0.6499 3.0629
C -0.2609 -1.9679 2.4799
S 0.9532 -1.6279 1.1829
C 0.7738 -3.0576 0.0898
C 1.5505 -2.8166 -1.2139
S 1.4748 -1.1533 -1.9386
C -0.0119 -1.1841 -2.9627
C -1.3271 -1.5333 -2.2831
S -1.9980 -0.2586 -1.1602
C -2.7541 -1.3634 0.0819
C -3.0669 -0.6466 1.3830
S -1.7718 0.4368 2.0186
H 0.0695 -0.0166 3.3704
H -1.3652 -0.8517 3.9529
H -1.0881 -2.5442 2.0648
H 0.1818 -2.5624 3.2824
H -0.2854 -3.2160 -0.1078
H 1.1580 -3.9662 0.5598
H 1.2622 -3.5593 -1.9616
H 2.6140 -2.9634 -1.0178
H 0.1411 -1.8766 -3.7946
H -0.0545 -0.1742 -3.3766
H -1.2361 -2.4692 -1.7329
H -2.0812 -1.6918 -3.0569
H -2.0656 -2.1905 0.2439
H -3.6770 -1.7626 -0.3432
H -3.3268 -1.3659 2.1633
H -3.9143 0.0336 1.2804
O 1.1427 1.1773 0.3310
N 2.0465 1.8744 -0.3394
C 3.3064 1.8363 0.1422
C 4.3334 2.4755 -0.4937
C 4.0519 3.1863 -1.6645
C 2.7633 3.2282 -2.1296
C 1.7152 2.5718 -1.4597
S 0.0886 2.5896 -1.9909
H 3.4005 1.2628 1.0514
H 5.3284 2.4271 -0.0772
H 4.8385 3.7087 -2.1929
H 2.5024 3.7798 -3.0214
S -4.7677 1.7803 3.2772
Sb -3.9053 3.5116 2.0279
S -3.1331 2.5731 -0.1365
S -0.3413 3.6416 1.3154
S -1.5671 3.6699 2.9903
```

Results of the natural (NBO) charge analysis, in e, for atoms 1 through 4: 0.09, -0.55, -0.54, 0.24

=====

The following ΔE to the lowest compared entry with this formula, charge and spin values (in kcal per mole) correspond, in order, to the records above: 0.0 7.3 1.4.
The following molecular weight values (in g mol⁻¹) correspond, in order, to the records above: 658.42 1116.09 712.61.